Record 1
Density functional theory data (the ωB97M-V functional and the def2-TZVPD basis) for C27H56GaNO14 as an isolated structure.

The geometry in ORCA input format:
```
! wB97M-V def2-TZVPD RIJCOSX def2/J DEFGRID3
* xyz -2 1
Ga 2.05568 -0.63618 -2.21383
O 8.27749 5.05353 -0.53166
O -6.71549 -0.66926 -0.33735
O 4.25998 -1.83871 -0.85048
O -1.36621 0.18621 -2.98715
O -2.40394 0.04099 5.53110
O -3.78032 -3.36360 -2.60399
O 4.76374 0.26205 -1.36377
O -5.29053 -2.29846 0.01876
O -3.09772 1.09080 -1.96191
O 8.14411 4.28218 -2.57951
O 2.84529 -0.15243 3.36881
O -2.06105 -0.99194 3.60147
O 1.20984 0.87128 2.31690
O -2.01017 -4.49537 -1.95952
N -1.09447 -1.68355 -0.25281
C -2.49490 -3.76297 -2.77284
C -4.86228 -0.11072 1.04405
C 4.23645 -0.33977 3.60801
C 8.13375 4.09509 -1.24815
C -0.10437 -0.58087 4.79885
C 3.26556 2.04076 2.30308
C -2.27645 0.95360 -3.03094
C -1.59557 -0.55404 4.61027
C -1.93179 0.44178 6.80976
C 0.35477 -1.60389 0.03637
C 7.86687 2.71917 -0.69727
C -5.37302 1.71078 -2.56803
C -3.99020 -2.75123 0.44841
C -4.08267 2.11040 -1.87712
C -4.94053 -2.92800 -4.69956
C 4.71636 0.47208 4.79667
C 3.97339 -0.73828 -1.37768
C -1.72809 -3.33701 -4.00041
C -3.98381 -3.08767 1.92397
C -2.57610 1.73370 -4.29425
C 2.36122 0.88104 2.64202
C 6.76380 2.67589 -3.80216
C -5.68119 -1.03395 0.17112
C -4.39013 -2.36019 -3.40645
C 0.90551 -0.26498 -0.52495
C 8.15426 3.20508 -3.52804
C -1.28177 1.81027 6.76532
H -3.80726 -0.37089 1.10996
H -2.81589 0.47652 7.44754
H -3.21939 -2.02231 0.19267
H -4.73713 -3.84513 2.15718
H -0.97701 2.12333 7.76597
H 6.79034 1.90074 -4.56791
H -2.07014 -2.40192 -4.43843
H -1.98089 2.54497 6.36509
H -5.75353 0.77789 -2.15098
H 1.57636 0.10275 0.23236
H -4.26371 2.24650 -0.81225
H -5.64723 -3.73120 -4.48636
H 0.26110 -1.50674 4.36442
H -0.40397 1.81471 6.11959
H 6.30557 2.24828 -2.90748
H -1.36007 -2.62885 -0.49985
H -1.78734 -4.13169 -4.74516
H 4.59808 1.54265 4.62577
H 0.24274 -0.55332 5.83270
H 4.32146 1.78565 2.25963
H -1.29048 -1.09399 -1.04914
H -3.69037 3.05998 -2.24823
H -0.68651 -3.18791 -3.71134
H 8.15091 1.90925 -1.36279
H -3.69998 -1.53122 -3.57674
H 1.90242 0.46497 -3.40610
H 6.11505 3.48392 -4.14309
H -4.92256 0.88986 0.62581
H -5.29248 -0.10264 2.04478
H -5.20846 -1.96650 -2.80262
H 0.88797 -2.44578 -0.40287
H -1.26947 -0.31554 7.23388
H 8.83945 2.41719 -3.21007
H 4.13496 0.22028 5.68620
H 0.48483 -1.58535 1.12262
H 4.35133 -1.40193 3.81876
H 4.81240 -0.14142 2.70376
H 8.44498 2.59950 0.21672
H -4.20229 -2.21371 2.53605
H -3.12213 2.66148 -4.13071
H 8.57595 3.63628 -4.43702
H 6.80552 2.62294 -0.46447
H 2.98587 2.40205 1.31603
H -3.78104 -3.64022 -0.14317
H 0.31824 0.25284 4.24294
H -3.00328 -3.46526 2.20984
H -5.45309 -2.15175 -5.27094
H -3.14291 1.09789 -4.97435
H -5.22147 1.54949 -3.63650
H -1.62689 1.99277 -4.75761
H 1.65707 -2.12147 -2.76632
H 5.76984 0.26948 4.99711
H 0.10011 0.43950 -0.72535
H -6.13305 2.48365 -2.44011
H 3.11148 2.83411 3.03628
H -4.14935 -3.34830 -5.32082
*
```

highest occupied orbital energy	0.0321	Eh
LUMO energy	3.7	eV
E_tot	-111436.8285	eV



Record 2
Density functional theory data (the ωB97M-V functional and the def2-TZVPD basis) for C27H56N3O3V as an isolated structure.

The geometry in ORCA input format:
```
! wB97M-V def2-TZVPD RIJCOSX def2/J DEFGRID3
* xyz 1 4
V -0.04314 0.13505 0.12898
O 1.41733 -0.76835 1.44167
O -1.66811 1.36087 0.95108
O 0.75500 0.40148 -1.66122
N 0.54075 -1.51894 1.85600
N 1.98589 0.64213 -1.50587
N -2.15835 1.07563 -0.22628
C -0.64261 -3.73394 1.77129
C 1.61561 2.90766 -2.39316
C 1.83251 -3.64083 1.18535
C -2.99594 -0.83350 -1.51995
C -0.59317 -3.69473 3.21867
C -4.59418 0.49604 0.05681
C -0.87258 -2.27504 3.73346
C 0.04580 -2.66143 -0.27756
C -3.14612 -0.03188 -0.14162
C -3.95436 2.68734 -0.68237
C -0.29290 -0.03344 3.55034
C 1.51439 -1.49981 4.07878
C -4.96044 1.53696 -0.87081
C -1.79489 3.62631 -0.42825
C 0.47731 -2.88603 1.14962
C 1.71750 2.42472 0.17425
C 2.24941 2.05786 -1.19862
C 2.93072 -0.17931 -2.32270
C 2.24936 -0.99254 -3.29590
C -2.18552 2.18255 -2.43586
C 3.77912 -1.06417 -1.41582
C 4.50965 1.90818 -2.23299
C 4.00468 0.68676 -3.04027
C -2.91854 -0.94237 1.02306
C 3.72019 2.24633 -0.97314
C -2.53217 2.36152 -0.94875
C 0.21209 -1.39348 3.28714
H -2.13929 4.45441 -0.98196
H -2.26581 1.82955 1.51599
H -2.79690 1.46585 -2.95849
H -2.01096 -1.40503 1.05254
H 2.05544 -2.49186 4.15078
H -1.93998 -2.16426 3.40705
H -1.46330 -4.31058 3.55950
H 5.55932 1.77656 -1.97136
H -0.84328 -2.11592 -0.48605
H 4.64707 2.81135 -2.86015
H 3.60378 1.07890 -4.02510
H -4.11848 3.05381 0.28720
H -0.36859 -4.72975 1.52072
H 1.35917 -0.59587 -3.62334
H 3.18484 -1.79654 -0.94851
H 2.74679 -3.08198 0.80731
H -1.10916 1.94622 -2.42264
H -3.07050 -0.50942 2.03285
H 3.94484 3.32353 -0.84151
H -0.89588 -2.18542 4.84811
H 2.23395 2.05569 1.00124
H 4.54103 -1.52836 -2.04054
H -0.77931 3.48613 -0.73716
H 2.12469 -3.86323 2.20435
H 0.67084 2.08183 0.23566
H 1.85168 -1.83817 -2.75232
H 1.71932 -4.58738 0.73483
H 1.23800 -1.10496 5.06712
H 1.74141 3.49217 0.31777
H 0.38231 -4.18361 3.64495
H -4.96524 1.23150 -1.93193
H -3.07863 -1.92006 -1.37822
H -5.94576 1.95174 -0.76470
H -2.26335 3.18066 -2.91519
H 0.84648 -2.21866 -0.82614
H -0.04652 0.77756 2.80458
H -4.89156 0.85269 1.08813
H 0.04753 0.44950 4.51591
H 1.71162 2.39544 -3.33849
H 2.03218 -0.76832 2.11060
H 0.57008 3.05802 -2.12781
H -1.38618 0.02899 3.64569
H 2.83513 -1.48096 -4.08527
H -4.16693 3.48642 -1.35799
H -2.23772 -0.50224 -2.13545
H -5.31265 -0.19147 -0.27173
H 4.36798 -0.56909 -0.57492
H -3.64442 -1.71083 0.98790
H 2.29763 -0.85221 3.70636
H 4.83349 0.07603 -3.42168
H -0.23960 -3.65506 -0.71901
H 2.07935 3.83737 -2.56483
H -3.92152 -0.59935 -2.08205
H -1.55284 -3.38216 1.35516
H -1.93882 3.86986 0.59012
H 3.96292 1.70338 -0.08329
*
```

highest occupied orbital energy (alpha / beta)	-0.3220 / -0.3290	Eh
⟨S²⟩	3.77
LUMO energy (alpha / beta)	-2.2 / -2.2	eV
E_tot	-65193.4692	eV



Record 3
Density functional theory data (the ωB97M-V functional and the def2-TZVPD basis) for a 8-piece molecular cluster, C27H57Cl14NO5 overall.

The geometry in ORCA input format:
```
! wB97M-V def2-TZVPD RIJCOSX def2/J DEFGRID3
* xyz 0 1
Cl 3.01370 -4.36350 -1.28612
Cl 5.21402 1.55618 0.25580
Cl -3.98385 0.27239 -3.93484
Cl -6.86596 2.35009 -2.22449
Cl 4.71889 -6.44794 -7.00763
Cl -3.40648 6.36394 -3.22958
Cl -0.58873 8.29304 -3.09575
Cl -5.02200 2.25628 0.65128
Cl 3.00025 -6.27987 -4.05855
Cl -2.41040 0.76630 -6.92805
Cl -0.07156 -3.30042 -2.30106
Cl 2.63747 -4.55611 5.17640
Cl 5.39641 -3.89931 3.26960
Cl 7.05798 1.46236 3.13158
O 0.91021 -0.89763 5.28295
O 1.69629 1.05966 3.21008
O 0.64382 2.29107 -1.27540
O 0.37202 0.92500 0.64604
O 1.99695 3.22450 4.16176
N -0.57681 -1.33834 1.21028
C -2.09936 6.43518 -4.43716
C -1.66266 -0.69348 5.77490
C -6.56617 3.10638 0.39681
C -2.38534 -0.32255 -0.45773
C 5.05097 -3.27846 4.90368
C 0.98316 2.29075 3.58423
C 1.45697 -5.18729 -1.02182
C 4.59436 1.56238 1.92644
C -2.00158 3.52532 -0.73338
C 0.73969 -0.02371 2.93688
C -7.48562 2.35630 -0.55386
C 0.49537 -4.98550 -2.18217
C 4.03848 -5.01682 -4.76694
C 3.96995 -5.00229 -6.28578
C -0.73835 6.66251 -3.79859
C -1.69172 0.11138 -5.43593
C -2.68250 -0.72123 -4.63786
C -1.78541 2.74740 -2.16402
C 4.30051 -4.28993 5.75546
C -1.16327 -1.41982 -0.18123
C -0.35644 1.93975 -2.29518
C 1.01146 -1.35794 3.85884
C -3.75918 -0.70027 0.41466
C 1.15943 1.06047 -0.58884
C 5.51381 2.31246 2.87711
C 0.58288 -0.37148 1.30892
C -0.25117 -1.50920 5.94854
H 0.10480 2.26948 -3.34537
H 0.95430 -5.25664 -3.13813
H -2.17127 -1.20824 -3.80280
H -1.32697 -1.12679 1.91771
H -0.33306 0.38036 3.25533
H 0.16401 2.16002 4.41121
H 1.67876 -6.25218 -0.90494
H -4.67717 -0.32628 -0.22217
H 5.73629 3.31972 2.51177
H 3.68740 -4.06036 -4.36969
H -1.91650 3.56060 -3.01693
H -3.17119 3.50116 -0.50411
H -2.10540 5.47766 -4.96630
H 4.81202 -5.25711 5.77700
H 4.49050 -2.34411 4.79947
H 1.15475 0.12341 -1.28943
H -2.63902 -0.28716 -1.62168
H 4.22244 -3.92375 6.78340
H -2.10831 0.77176 -0.15039
H -2.66939 1.95550 -2.26500
H 5.03807 2.40405 3.85800
H -1.30454 0.94960 -4.84856
H -0.53699 5.93308 -3.00778
H -3.78772 -1.87333 0.56015
H 4.45233 0.52303 2.23880
H -0.00150 -1.50184 7.11546
H -2.05447 -0.19446 6.78326
H 2.93709 -4.94051 -6.64203
H -0.41101 -2.64785 5.67622
H 2.14769 -1.66271 3.70080
H -1.69703 -2.48543 -0.25243
H 6.01573 -3.04767 5.36396
H 3.61426 2.04657 1.89759
H -2.34357 7.22275 -5.15662
H -8.46573 2.84048 -0.58271
H 0.04684 6.57142 -4.55426
H 1.63042 -0.85619 1.00639
H -2.49869 -1.46362 5.43172
H -0.39270 -5.60798 -2.04173
H -1.73082 4.67752 -0.81208
H -0.35675 -1.42842 -1.05038
H -7.62765 1.31695 -0.24149
H -0.84464 -0.51072 -5.73974
H 2.30414 1.25082 -0.30987
H -3.14518 -1.49821 -5.25447
H -1.48966 2.98890 0.17984
H 0.31550 -2.26767 3.61888
H -6.34370 4.11364 0.03147
H 0.56811 2.79936 2.61517
H -0.61239 0.80045 -2.37117
H 4.51549 -4.13680 -6.67331
H 1.42782 3.99045 4.50717
H -3.65870 -0.10921 1.43074
H -7.04191 3.19797 1.37770
H -1.65100 0.16266 4.97741
H 5.06060 -5.17955 -4.41086
H 1.03474 -4.82261 -0.08041
*
```

highest occupied orbital energy	-0.3344	Eh
LUMO energy	0.3	eV
E_tot	-215958.6371	eV
structure (SMILES)	CCCN[C@@H](OCOCCC)[C@@H](COCC)OCO.ClCCCl.ClCCCl.ClCCCl.ClCCCl.ClCCCl.ClCCCl.ClCCCl



Record 4
Density functional theory data (the ωB97M-V functional and the def2-TZVPD basis) for C27H57N2OP3Ti as an isolated structure.

The geometry in ORCA input format:
```
! wB97M-V def2-TZVPD RIJCOSX def2/J DEFGRID3
* xyz 0 1
Ti 0.29916 0.31367 0.66329
P 0.82062 2.48309 3.27513
P 2.69738 -0.19982 -0.21915
P -2.48677 0.33476 0.41138
O -0.33140 -1.43629 0.81548
N 0.62338 1.44044 2.07946
N 0.06549 1.19422 -0.93580
C -3.31709 1.64483 -0.56885
C 1.80985 3.97421 2.68133
C 0.29576 -3.74503 1.04334
C 3.90208 -0.34765 1.14229
C -3.58841 0.12740 1.86145
C 0.04640 1.89149 -4.54830
C 1.25897 0.14150 4.72738
C 1.43910 2.27027 6.05260
C -0.00706 1.85923 -2.08178
C 3.23679 1.59521 4.46892
C 2.27292 4.85480 3.85452
C -2.93525 -1.15617 -0.55848
C -1.58478 1.80088 4.46617
C 3.41492 1.07531 -1.32056
C 2.93413 -1.73172 -1.17644
C -1.74858 3.39158 2.56661
C 3.03096 3.49091 1.87946
C 1.71833 1.60827 4.69346
C -0.09930 3.29634 -2.12609
C -0.91496 4.20956 4.77330
C -0.77013 -2.52917 2.94512
C 0.14672 -2.39847 1.74127
C 0.96184 4.82485 1.72175
C 0.00951 3.28974 -4.54741
C -0.91433 3.01685 3.80527
C 0.02512 1.18279 -3.35600
C -0.06674 3.98585 -3.33428
H 2.36498 -2.55149 -0.72154
H 0.09517 1.34068 -5.49024
H 3.01248 2.06162 -1.05732
H 3.12733 0.85510 -2.35734
H -2.61375 -1.00455 -1.59647
H -2.81473 3.38633 2.84055
H 3.68596 1.00474 5.28239
H -0.61856 -3.95801 0.46935
H -0.17569 3.82366 -1.17477
H 2.80827 5.71598 3.42670
H 4.00217 -1.98866 -1.20343
H 4.51053 1.08662 -1.23269
H 3.80747 3.03785 2.50242
H -1.59963 2.66250 1.76118
H 2.72689 2.77300 1.10705
H -1.94904 4.34977 5.12548
H -4.40392 1.63186 -0.40074
H -1.52673 0.92302 3.80716
H -0.10103 5.07451 -3.32793
H -1.78531 -2.79529 2.61165
H -3.09877 1.48143 -1.63283
H 1.37898 -0.32840 3.74338
H 2.96564 4.34459 4.53166
H 3.92975 0.58740 1.71614
H 1.43451 5.24987 4.43934
H 2.56614 -1.56992 -2.19813
H 0.03583 3.83962 -5.49140
H -2.40205 -2.02704 -0.15793
H -0.61113 5.14480 4.28776
H -4.60528 -0.11885 1.52321
H -1.51765 4.38859 2.18059
H 0.43600 -4.56388 1.75911
H -1.16293 1.55469 5.44626
H -3.61021 1.04879 2.46064
H -3.20260 -0.68861 2.48939
H -0.29245 4.04953 5.65970
H 3.58736 -1.15956 1.81278
H 3.69338 2.58980 4.51321
H -0.41790 -3.32501 3.61720
H 1.62578 5.56241 1.24521
H 3.48190 4.36266 1.38181
H 0.05276 0.09280 -3.33285
H 1.13796 -3.75291 0.34516
H -0.83340 -1.60142 3.52895
H -4.01965 -1.32964 -0.51995
H -2.90773 2.62182 -0.28134
H 3.49700 1.10032 3.52602
H -2.65087 2.02920 4.62048
H 1.74736 3.32321 6.07722
H 1.13799 -1.93224 2.03961
H 2.04108 1.73761 6.80461
H 1.89026 -0.40514 5.44330
H 0.17506 5.39066 2.23331
H 0.39312 2.18531 6.36406
H 4.89925 -0.56181 0.73564
H 0.21779 0.02152 5.04278
H 0.52631 4.20844 0.92402
*
```

highest occupied orbital energy (alpha / beta)	-0.2156 / -0.2156	Eh
LUMO energy (alpha / beta)	0.5 / 0.5	eV
E_tot	-84936.0348	eV